# 1
# CH4Cl2N2O3PS

2 unconnected molecules or ions with the total composition CH4Cl2N2O3PS in a non-equilibrium geometry (ωB97M-V with the def2-TZVPD basis set, OMol25).

```
14
CH4Cl2N2O3PS, DFT ωB97M-V with the def2-TZVPD basis set
C 1.881 1.446 0.752
N -1.016 -0.300 0.121
N -1.662 -1.260 -0.287
O 1.058 0.171 -1.606
O -1.119 1.638 -1.641
O 0.552 1.819 0.296
P -0.032 0.926 -0.974
S -0.582 -0.417 1.868
Cl -2.049 -1.149 -1.926
Cl -1.606 -4.133 0.567
H 2.743 2.217 0.243
H 2.238 0.467 0.394
H 1.840 1.617 1.891
H -2.246 -3.042 0.302
```

Its molecular weight is 226.00 g/mol. As for the net charge: -1. The LUMO energy (spin up / spin down) is 2.914 / 2.913 eV. The max |F| comes out at 3.5 eV/Å. The calculation puts the energy above the lowest of the compared OMol25 structures with the same formula, charge and spin at 72.8 kcal per mole.

Mulliken population analysis, charges in e, atoms 1 to 4:
1 C -0.62
2 N 0.21
3 N -0.27
4 O -0.66

# 2
# CH4Cl2O2P

A gas-phase ion, CH4Cl2O2P (charge +1) in a non-equilibrium geometry (ωB97M-V with the def2-TZVPD basis set, OMol25).

```
10
CH4Cl2O2P, DFT ωB97M-V with the def2-TZVPD basis set
C 0.083 -0.764 -1.128
O -0.354 -1.898 -0.634
O 0.663 0.018 -0.030
P 0.719 1.542 0.369
Cl 2.323 1.545 1.404
Cl -0.737 1.128 2.356
H -0.631 -0.086 -1.488
H -1.601 1.621 1.473
H 0.874 -1.080 -1.731
H -1.340 -2.025 -0.590
```

Its molecular weight is 149.92 g/mol. As for the net charge: +1. The LUMO energy is -5.788 eV. The max |F| comes out at 3.8 eV/Å. The calculation puts the energy above the lowest of the compared OMol25 structures with the same formula, charge and spin at 49.8 kcal per mole.

Mulliken population analysis, charges in e, atoms 1 to 4:
1 C -0.08
2 O -0.47
3 O -0.06
4 P 0.46

# 3
# CH4ClN2OS

A gas-phase ion, CH4ClN2OS (charge +1) in a non-equilibrium geometry (ωB97M-V with the def2-TZVPD basis set, OMol25).

```
10
CH4ClN2OS, DFT ωB97M-V with the def2-TZVPD basis set
C 0.846 0.768 0.931
N -0.671 -0.940 -1.623
N -0.071 0.043 1.533
O -0.682 0.460 -1.328
S 0.797 0.960 -0.802
Cl 2.219 1.341 1.815
H -0.168 -1.021 -2.512
H -1.627 -1.203 -1.486
H -0.074 0.210 2.525
H -0.570 -0.618 0.947
```

Its molecular weight is 127.58 g/mol. As for the net charge: +1. The LUMO energy is -5.348 eV. The max |F| comes out at 2.3 eV/Å. The calculation puts the energy above the lowest of the compared OMol25 structures with the same formula, charge and spin at 43.8 kcal per mole.

Mulliken population analysis, charges in e, atoms 1 to 4:
1 C 0.63
2 N -0.38
3 N -0.29
4 O -0.22

# 4
# CH4ClNO2P

A gas-phase ion, CH4ClNO2P (charge -1) in a non-equilibrium geometry (ωB97M-V with the def2-TZVPD basis set, OMol25).

```
10
CH4ClNO2P, DFT ωB97M-V with the def2-TZVPD basis set
C -0.446 0.147 -1.147
N 1.072 -0.772 1.031
O -1.472 -0.380 1.579
O 0.217 1.673 1.041
P -0.260 0.215 0.866
Cl -2.026 0.902 -1.311
H 0.295 0.835 -1.570
H -0.348 -0.753 -1.829
H 0.977 -1.588 0.604
H 1.992 -0.279 0.736
```

Its molecular weight is 128.48 g/mol. As for the net charge: -1. The LUMO energy is 3.873 eV. The max |F| comes out at 6.2 eV/Å. The calculation puts the energy above the lowest of the compared OMol25 structures with the same formula, charge and spin at 35.2 kcal per mole. The SMILES is N[P@@](=O)([O-])CCl.

Mulliken population analysis, charges in e, atoms 1 to 4:
1 C -0.54
2 N -0.63
3 O -0.72
4 O -0.74

# 5
# CH4ClNOP2

CH4ClNOP2 in the gas phase in a non-equilibrium geometry (ωB97M-V with the def2-TZVPD basis set, OMol25).

```
10
CH4ClNOP2, DFT ωB97M-V with the def2-TZVPD basis set
C 0.436 0.442 -0.585
N -2.081 -1.199 -0.679
O -3.177 -1.318 -1.231
P -1.664 -1.206 0.926
P -0.319 0.604 1.071
Cl -1.922 2.072 0.575
H 0.959 -0.426 -0.609
H 1.120 1.204 -0.922
H -0.469 0.387 -1.342
H -2.355 -1.129 2.202
```

Its molecular weight is 143.45 g/mol. The multiplicity is 3. Its expectation value of S² is 2.01. The LUMO energy (spin up / spin down) is -0.024 / -1.845 eV. The max |F| comes out at 4.5 eV/Å. The calculation puts the energy above the lowest of the compared OMol25 structures with the same formula, charge and spin at 10.1 kcal per mole.

Mulliken population analysis, charges in e, atoms 1 to 4:
1 C -0.96
2 N 0.16
3 O -0.33
4 P 0.06

# 6
# CH4ClO2P

2 unconnected molecules or ions with the total composition CH4ClO2P in a non-equilibrium geometry (ωB97M-V with the def2-TZVPD basis set, OMol25).

```
9
CH4ClO2P, DFT ωB97M-V with the def2-TZVPD basis set
C -1.213 -1.059 0.258
O 1.132 0.156 0.607
O -1.334 -0.235 -0.645
P 0.782 1.558 -0.314
Cl 1.257 0.848 -2.154
H -1.779 -0.965 1.107
H -0.392 -1.784 0.497
H 2.041 0.290 0.987
H -0.495 1.191 -0.344
```

Its molecular weight is 114.47 g/mol. The LUMO energy is 0.532 eV. The max |F| comes out at 3.2 eV/Å. The calculation puts the energy above the lowest of the compared OMol25 structures with the same formula, charge and spin at 31.5 kcal per mole. The SMILES is OPCl.C=O.

Mulliken population analysis, charges in e, atoms 1 to 4:
1 C -0.04
2 O -0.49
3 O -0.47
4 P 0.26

# 7
# CH4CsN2O

A molecular structure, CH4CsN2O (ωB97M-V with the def2-TZVPD basis set, OMol25).

```
9
CH4CsN2O, DFT ωB97M-V with the def2-TZVPD basis set
Cs 1.108 1.879 2.521
C 0.338 -0.021 -0.288
O 1.410 0.567 -0.094
N -0.498 0.263 -1.317
N -0.076 -1.028 0.545
H -0.214 1.016 -1.919
H -1.436 -0.085 -1.329
H 0.398 -1.252 1.397
H -1.030 -1.338 0.484
```

Its molecular weight is 192.96 g/mol. As for the net charge: +1. The LUMO energy is -3.672 eV. The max |F| comes out at 0.8 eV/Å. The calculation puts the energy above the lowest of the compared OMol25 structures with the same formula, charge and spin at 7.4 kcal per mole.

Mulliken population analysis, charges in e, atoms 1 to 4:
1 Cs 1.00
2 C 0.58
3 O -0.70
4 N -0.36

# 8
# CH4CsO

A molecular structure, CH4CsO (ωB97M-V with the def2-TZVPD basis set, OMol25).

```
7
CH4CsO, DFT ωB97M-V with the def2-TZVPD basis set
Cs 24.675 -17.492 -10.645
C 28.839 -14.100 -11.698
O 27.530 -14.277 -12.213
H 29.589 -14.060 -12.489
H 28.851 -13.210 -11.069
H 29.179 -14.946 -11.101
H 27.641 -14.257 -13.167
```

Its molecular weight is 164.95 g/mol. As for the net charge: +1. The LUMO energy is -3.996 eV. The max |F| comes out at 0.7 eV/Å. The calculation puts the energy above the lowest of the compared OMol25 structures with the same formula, charge and spin at 10.3 kcal per mole.

Mulliken population analysis, charges in e, atoms 1 to 4:
1 Cs 1.00
2 C -0.54
3 O -0.50
4 H 0.27

# 9
# CH4F2N2

2 unconnected molecules or ions with the total composition CH4F2N2 in a non-equilibrium geometry (ωB97M-V with the def2-TZVPD basis set, OMol25).

```
9
CH4F2N2, DFT ωB97M-V with the def2-TZVPD basis set
C 0.154 -0.144 -0.686
N 0.008 1.141 -0.286
N 0.469 -1.206 -0.110
F -0.402 -0.279 -1.902
F -1.770 -2.435 -0.255
H -0.210 1.308 0.639
H -0.390 1.716 -0.963
H -0.824 -2.123 -0.194
H 1.114 -1.238 0.755
```

Its molecular weight is 82.05 g/mol. The LUMO energy is 0.576 eV. The max |F| comes out at 3.3 eV/Å. The calculation puts the energy above the lowest of the compared OMol25 structures with the same formula, charge and spin at 13.1 kcal per mole. The SMILES is [H]/N=C(\N)F.F.

Mulliken population analysis, charges in e, atoms 1 to 4:
1 C 0.61
2 N -0.40
3 N -0.59
4 F -0.22

# 10
# CH4FN

CH4FN in the gas phase in a non-equilibrium geometry (ωB97M-V with the def2-TZVPD basis set, OMol25).

```
7
CH4FN, DFT ωB97M-V with the def2-TZVPD basis set
C 0.887 0.243 -0.324
N -0.443 -0.839 -0.055
F 1.960 -0.341 0.209
H 0.677 1.233 -0.023
H 0.961 0.263 -1.369
H -0.583 -1.067 -0.986
H 0.114 -1.558 0.418
```

Its molecular weight is 49.05 g/mol. The LUMO energy is 1.144 eV. The max |F| comes out at 5.6 eV/Å. The calculation puts the energy above the lowest of the compared OMol25 structures with the same formula, charge and spin at 23.7 kcal per mole. The SMILES is NCF.

Mulliken population analysis, charges in e, atoms 1 to 4:
1 C -0.06
2 N -0.61
3 F -0.25
4 H 0.24

# 11
# CH4FN2

2 unconnected molecules or ions with the total composition CH4FN2 in a non-equilibrium geometry (ωB97M-V with the def2-TZVPD basis set, OMol25).

```
8
CH4FN2, DFT ωB97M-V with the def2-TZVPD basis set
C -0.239 1.161 -0.406
N -0.639 0.901 -1.587
N 0.411 -1.780 1.678
F 0.711 2.009 -0.188
H -1.252 0.082 -1.626
H -0.381 1.557 -2.354
H 1.349 -2.084 1.776
H 0.041 -1.845 2.706
```

Its molecular weight is 63.06 g/mol. As for the net charge: +1. The LUMO energy (spin up / spin down) is -5.994 / -8.614 eV. The max |F| comes out at 3.0 eV/Å. The calculation puts the energy above the lowest of the compared OMol25 structures with the same formula, charge and spin at 137.3 kcal per mole.

Mulliken population analysis, charges in e, atoms 1 to 4:
1 C 0.56
2 N -0.19
3 N -0.48
4 F -0.05

# 12
# CH4FN2O

A gas-phase ion, CH4FN2O (charge +1) in a non-equilibrium geometry (ωB97M-V with the def2-TZVPD basis set, OMol25).

```
9
CH4FN2O, DFT ωB97M-V with the def2-TZVPD basis set
C -0.356 -0.659 -0.153
N 0.313 0.294 -0.925
N -0.483 -0.536 1.157
O 0.764 1.476 -0.320
F -0.788 -1.741 -0.735
H 0.236 0.323 -1.933
H -0.233 0.516 1.356
H -1.158 -1.127 1.686
H 1.706 1.452 -0.131
```

Its molecular weight is 79.05 g/mol. As for the net charge: +1. The LUMO energy is -4.294 eV. The max |F| comes out at 3.0 eV/Å. The calculation puts the energy above the lowest of the compared OMol25 structures with the same formula, charge and spin at 4.8 kcal per mole. The SMILES is [NH2+]=C(F)NO.

Mulliken population analysis, charges in e, atoms 1 to 4:
1 C 0.56
2 N -0.01
3 N -0.32
4 O -0.44

- Look up the molecular weight of the twelfth one.
  79.05 g/mol

- What is the formula in the sixth record?
  CH4ClO2P